22 unconnected molecules or ions with the total composition B4ClH45O27 in a non-equilibrium geometry, computed with ωB97M-V/def2-TZVPD.

HOMO-LUMO gap = 10.00 eV

ORCA input file:
```
! wB97M-V def2-TZVPD RIJCOSX def2/J DEFGRID3
* xyz 0 1
O -1.4766 0.1031 -1.8895
B -0.7574 -0.9313 -1.2546
O -1.3134 -2.1836 -1.2239
O 0.4757 -0.5878 -0.6755
B 0.2736 -0.3510 0.6912
O 0.0460 0.9095 1.2265
B -0.8698 0.8509 2.2846
O -1.5695 -0.3484 2.5228
B -0.6772 -1.4005 2.5094
Cl -0.6451 -2.6419 3.8002
O 0.2939 -1.4823 1.5270
H -2.2524 0.2548 -1.3484
H -0.7431 -2.8551 -1.6170
H -1.0434 1.7658 3.0006
O -0.5042 -4.7301 -3.1710
H 0.3204 -5.0075 -3.5866
H -1.1570 -4.7769 -3.8798
O -0.3276 3.4540 -0.3607
H -0.0943 2.8003 0.3094
H -0.8232 2.9478 -1.0162
O -2.2606 1.0347 5.1901
H -2.5440 1.3061 6.0688
H -2.3144 0.0727 5.2102
O -2.4415 3.9377 -2.7815
H -2.1286 4.3100 -3.6143
H -2.3884 4.6723 -2.1616
O -1.0162 -1.9289 6.8196
H -0.2652 -2.3405 6.3799
H -0.9301 -2.2001 7.7390
O 1.9252 4.7070 1.6907
H 1.2006 4.3810 1.1555
H 2.4721 5.1896 1.0606
O -3.2208 -3.7860 -4.0831
H -4.1274 -4.1076 -4.0555
H -3.3012 -2.8413 -3.9284
O 3.1266 -2.8140 -0.5212
H 2.5737 -2.0333 -0.6155
H 2.4962 -3.5177 -0.3185
O -1.7450 3.4728 -5.7569
H -1.5155 2.8292 -5.0819
H -2.2369 2.9573 -6.3988
O -0.4190 6.3471 0.3808
H -0.6402 6.6738 1.2557
H -0.4801 5.3870 0.4626
O 1.1037 0.6073 6.4363
H 0.6103 1.4078 6.2307
H 0.4369 -0.0051 6.7693
O -1.2008 3.8612 4.4271
H -1.7447 4.6440 4.3080
H -1.8246 3.1639 4.6520
O 3.4847 6.0293 -0.7237
H 4.2413 5.6887 -1.2074
H 2.7555 5.9797 -1.3498
O -4.9341 -5.7020 -2.1764
H -4.1074 -5.9649 -2.5924
H -4.8778 -6.0720 -1.2923
O 1.8785 -5.4937 -5.3731
H 2.3526 -4.8838 -5.9445
H 2.5661 -6.0601 -5.0122
O -0.8714 0.7786 -5.4129
H -0.1082 0.4306 -5.8829
H -0.7543 0.4675 -4.5071
O 2.8219 -0.1768 3.2781
H 2.1195 -0.6314 2.7995
H 2.3626 0.4343 3.8643
O 3.7987 1.1931 5.6949
H 4.4757 0.5119 5.6758
H 3.0331 0.7538 6.0865
O 2.3078 -5.5917 -0.3099
H 3.1817 -5.4953 -0.7042
H 1.9297 -6.3523 -0.7582
O 5.5446 -0.4106 1.6936
H 5.6366 0.2448 0.9992
H 4.6434 -0.2899 2.0161
O -2.9676 -0.3528 -7.9180
H -2.3624 -0.0775 -8.6110
H -2.5065 -0.1354 -7.1000
*
```



A molecular structure, C25H18F5GeNSZr in a non-equilibrium geometry, computed with ωB97M-V/def2-TZVPD.

HOMO-LUMO gap (spin up / spin down) = 6.41 / 5.71 eV
<S²> = 0.761

ORCA input file:
```
! wB97M-V def2-TZVPD RIJCOSX def2/J DEFGRID3
* xyz 3 2
Zr -0.7526 -0.7340 -0.1804
F 5.4219 -1.6764 0.0367
C 4.1802 -1.9031 0.3856
C 3.1672 -1.8238 -0.5684
F 3.4288 -1.5153 -1.8272
C 1.8853 -2.0472 -0.1385
F 0.8577 -2.0262 -1.1042
C 1.4755 -2.2837 1.1690
S -0.2507 -2.3379 1.5581
C 2.5190 -2.3375 2.0876
F 2.2470 -2.5197 3.3682
C 3.8507 -2.1719 1.7107
F 4.7912 -2.2140 2.6220
C 1.7254 1.5978 -3.3389
Ge 0.4575 1.1101 -1.9829
C -1.4251 1.5679 -1.9192
C -2.3980 0.5759 -2.0664
C -3.7469 0.8456 -1.8048
C -4.1185 2.1277 -1.4366
C -3.1575 3.1377 -1.3440
C -1.8164 2.8644 -1.5605
C 1.1325 1.3246 -0.1706
C 2.5278 1.4980 -0.1013
C 3.2378 1.4888 1.0958
C 2.5940 1.1742 2.2738
C 1.1976 0.9856 2.2926
C 0.5303 0.7002 3.5155
C -0.8339 0.5937 3.5920
C -1.5863 0.8986 2.4513
C -0.9876 1.1792 1.2243
C 0.4555 1.1431 1.0894
H 1.8911 2.6690 -3.1891
H 1.3144 1.4328 -4.3327
H 2.6640 1.0565 -3.2417
H -2.1364 -0.3669 -2.5502
H -4.4996 0.0809 -1.9439
H -5.1593 2.3613 -1.2556
H -3.4692 4.1440 -1.0941
H -1.0906 3.6607 -1.4415
H 3.0911 1.6688 -1.0114
H 4.3001 1.6961 1.0907
H 3.1559 1.0823 3.1960
H 1.1341 0.5737 4.4070
H -1.3251 0.3644 4.5271
H -2.6625 1.0063 2.5325
H -1.5677 1.7311 0.4892
C -4.0408 -4.0963 -1.2722
C -3.0837 -3.0336 -1.0324
N -2.3184 -2.1957 -0.8349
H -3.5112 -5.0494 -1.2202
H -4.4899 -3.9607 -2.2568
H -4.8057 -4.0475 -0.4945
*
```



A molecular structure, C19H15NReS4 in a non-equilibrium geometry, computed with ωB97M-V/def2-TZVPD.

HOMO-LUMO gap (spin up / spin down) = 6.52 / 5.92 eV
<S²> = 0.760

ORCA input file:
```
! wB97M-V def2-TZVPD RIJCOSX def2/J DEFGRID3
* xyz 2 2
Re 0.4936 0.7106 0.0404
S 1.0104 2.6297 -0.9784
C 2.6726 3.0763 -0.5320
C 3.2505 4.1780 -1.1387
C 4.5333 4.5658 -0.7665
C 5.2304 3.8689 0.2113
C 4.6474 2.7742 0.8317
C 3.3735 2.3881 0.4389
S 2.5924 1.0036 1.2077
C 3.4164 -0.3328 0.2472
C 2.5241 -1.5294 0.1794
C 3.0037 -2.8202 0.1860
C 2.1157 -3.8711 0.0254
C 0.7610 -3.6120 -0.1286
C 0.3183 -2.3110 -0.1021
C -1.1275 -1.9360 -0.2271
S -1.2903 -0.3684 -1.1740
C -2.7993 0.2070 -0.4737
C -4.0256 -0.2098 -0.9736
C -5.1811 0.2615 -0.3679
C -5.0973 1.1452 0.7025
C -3.8626 1.5635 1.1829
C -2.7073 1.0812 0.5877
S -1.1381 1.6233 1.2064
N 1.1926 -1.2789 0.0490
H 2.7030 4.7329 -1.8903
H 4.9853 5.4256 -1.2421
H 6.2203 4.1869 0.5072
H 5.1719 2.2405 1.6149
H 4.3761 -0.5707 0.6999
H 3.5897 0.0728 -0.7515
H 4.0643 -2.9987 0.2992
H 2.4786 -4.8908 0.0106
H 0.0504 -4.4182 -0.2513
H -1.5729 -1.7465 0.7515
H -1.6928 -2.7168 -0.7302
H -4.0803 -0.8746 -1.8271
H -6.1464 -0.0534 -0.7395
H -6.0006 1.5201 1.1644
H -3.7986 2.2608 2.0089
*
```



A molecular structure, C34H30Br2N2ORhSi, computed with ωB97M-V/def2-TZVPD.

HOMO-LUMO gap = 6.29 eV

ORCA input file:
```
! wB97M-V def2-TZVPD RIJCOSX def2/J DEFGRID3
* xyz 1 1
Rh 0.5753 0.9511 -0.3793
Br -4.2224 -2.6377 -3.0309
C -2.8181 -1.6541 -2.2910
C -1.8719 -2.2743 -1.5002
C -0.8685 -1.5071 -0.9389
N -0.7874 -0.1932 -1.1598
C -1.6846 0.4153 -1.9714
C -2.7194 -0.2916 -2.5404
C -1.4219 1.8442 -2.1752
C -2.1521 2.7036 -2.9723
C -1.7339 4.0199 -3.0843
Br -2.6881 5.2126 -4.1585
C -0.6018 4.4461 -2.4063
C 0.0829 3.5369 -1.6296
N -0.3305 2.2727 -1.5148
H -1.9133 -3.3324 -1.2913
H -0.1175 -1.9374 -0.2913
H -3.4432 0.2025 -3.1718
H -3.0260 2.3580 -3.5043
H -0.2494 5.4639 -2.4824
H 0.9783 3.8056 -1.0866
C 0.4845 1.3473 4.5990
C -0.8362 0.6988 4.1655
C -1.9468 1.7564 4.1224
C -1.2188 -0.4058 5.1580
Si -0.6285 -0.0046 2.4378
O -0.3309 1.1898 1.3696
C 0.8812 -1.1431 2.2560
C 1.0456 -2.3842 2.8804
C 2.1394 -3.1958 2.6079
C 3.1111 -2.7902 1.7022
C 3.0006 -1.5532 1.0871
C 1.9056 -0.7543 1.3900
C -2.1664 -0.9719 1.9262
C -2.3224 -2.3527 2.0783
C -3.4716 -3.0035 1.6478
C -4.4892 -2.2840 1.0364
C -4.3577 -0.9112 0.8741
C -3.2126 -0.2647 1.3211
H 0.3687 1.7981 5.5897
H 0.7889 2.1354 3.9062
H 1.2943 0.6162 4.6593
H -2.0502 2.2160 5.1104
H -2.9136 1.3178 3.8623
H -1.7220 2.5454 3.4022
H -1.4235 0.0321 6.1399
H -0.4099 -1.1289 5.2894
H -2.1159 -0.9455 4.8446
H 0.3035 -2.7325 3.5881
H 2.2341 -4.1537 3.1029
H 3.9619 -3.4255 1.4945
H 3.7642 -1.1960 0.4085
H 1.9690 0.2762 1.0032
H -1.5389 -2.9407 2.5401
H -3.5734 -4.0721 1.7903
H -5.3863 -2.7877 0.7000
H -5.1560 -0.3420 0.4127
H -3.1220 0.8092 1.1880
C 1.8726 0.8217 -1.8597
C 2.7267 0.6942 -2.7109
C 3.7335 0.5478 -3.7265
C 4.5960 1.6017 -4.0302
C 5.5663 1.4474 -5.0062
C 5.6849 0.2448 -5.6895
C 4.8288 -0.8068 -5.3921
C 3.8584 -0.6601 -4.4149
H 4.5014 2.5374 -3.4950
H 6.2334 2.2682 -5.2338
H 6.4434 0.1272 -6.4519
H 4.9180 -1.7453 -5.9229
H 3.1903 -1.4777 -4.1780
*
```



A molecular structure, C10H16O8Rb in a non-equilibrium geometry, computed with ωB97M-V/def2-TZVPD.

HOMO-LUMO gap (spin up / spin down) = 5.94 / 5.88 eV
<S²> = 0.757

ORCA input file:
```
! wB97M-V def2-TZVPD RIJCOSX def2/J DEFGRID3
* xyz 0 2
Rb -18.7558 -27.6084 -0.7109
O -19.1511 -32.1300 -3.6826
C -18.9641 -30.9461 -4.4573
C -18.9617 -29.5462 -3.5942
O -20.0534 -28.8951 -3.0939
H -19.6350 -30.9106 -5.3156
H -18.0380 -31.0283 -5.0262
H -18.2803 -28.8749 -4.1168
H -18.3352 -29.7505 -2.7260
C -17.5498 -25.6966 -5.4087
C -18.1219 -26.5340 -6.4612
C -19.5921 -26.8798 -6.1447
O -20.3446 -26.1334 -7.0353
C -19.5754 -25.3759 -7.8621
O -20.0662 -24.7523 -8.7703
O -18.2962 -25.6351 -7.5832
H -16.7115 -25.2007 -5.8980
H -16.9226 -26.0987 -4.6130
H -18.3244 -25.1065 -4.9190
H -17.5487 -27.4105 -6.7633
H -19.7926 -26.6959 -5.0892
H -19.8498 -27.9339 -6.2474
C -15.1531 -29.0421 -4.0756
C -14.2884 -29.1919 -5.3184
C -13.6248 -30.5267 -5.6512
O -14.2350 -30.7867 -6.8703
C -14.9761 -29.7431 -7.3267
O -15.1404 -29.4594 -8.5142
O -15.0895 -28.8282 -6.3797
H -15.2872 -27.9807 -3.8668
H -14.7210 -29.3537 -3.1246
H -16.1293 -29.5253 -4.1180
H -13.4547 -28.4997 -5.2009
H -13.8762 -31.2987 -4.9239
H -12.5576 -30.5686 -5.8689
*
```



A gas-phase ion, C9H13O4S (charge -1) in a non-equilibrium geometry, computed with ωB97M-V/def2-TZVPD.

HOMO-LUMO gap = 7.30 eV

ORCA input file:
```
! wB97M-V def2-TZVPD RIJCOSX def2/J DEFGRID3
* xyz -1 1
C -2.0010 0.7188 1.7443
C -1.6060 -0.5270 1.2939
C -1.6161 1.9847 1.0769
C -1.0136 1.9584 -0.3502
C 0.3608 1.2028 -0.3397
C 0.2496 -0.3392 -0.0546
C 1.4828 -0.8180 2.1365
C 0.8099 -0.8608 -2.8646
C 1.3694 -1.0317 0.5379
O -1.6348 -1.7051 1.5181
O -1.8223 3.0716 1.6146
O -1.6506 -0.5459 -2.0100
O -0.4822 -2.5412 -1.2423
S -0.3819 -1.0822 -1.5027
H -2.7454 0.9248 2.5452
H -1.6427 1.3990 -1.1173
H -1.0092 2.9615 -0.7504
H 0.7439 1.2623 -1.3521
H 1.0658 1.5603 0.2984
H 1.9942 0.1766 2.1979
H 2.2703 -1.5371 2.4488
H 0.6949 -1.0262 2.7667
H 0.7852 -1.5168 -3.6413
H 0.4428 0.1712 -3.0057
H 1.8350 -0.9244 -2.5720
H 1.1307 -2.1365 0.4210
H 2.3706 -0.7997 0.2027
*
```



no.,E_tot (eV)
1,-71254.3912
2,-109897.1366
3,-66894.1602
4,-191737.5287
5,-27659.5172
6,-28567.1307